Molecular formula: C3H5NO2
Method: DFT, ωB97M-V with the def2-TZVPD basis set

Element x y z (Å)
N 1.2991 -1.2293 0.5890
C 1.0436 -0.0649 0.8305
C 1.0766 1.1876 1.3373
O -0.0618 1.7250 1.9297
H 1.0323 -1.5172 -0.3399
H 1.9623 1.7950 1.2380
H 0.1539 2.6592 1.8193
C -1.6237 -1.1050 -1.8559
O -0.6581 -0.7737 -1.2244
H -1.5857 -1.8660 -2.7173
H -2.6384 -0.8108 -1.6063

Forces on the atoms, in the same order (eV/Å):
-0.06 -0.55 0.43
1.09 2.52 1.20
-0.71 -2.78 -0.90
0.90 0.77 -0.23
0.00 -0.09 -0.45
0.03 -0.04 -0.08
-0.89 0.15 0.40
0.32 -1.50 -0.72
-0.55 0.08 -0.66
0.28 0.90 0.77
-0.40 0.52 0.23

Results
HOMO level = -7.7 eV
energy relative to the best compared isomer or geometry (same formula, charge and spin) = 89.2 kcal/mol
net charge = 0
structure (SMILES) = N=C=CO.C=O

Atomic partial charges in e from the Löwdin method, atoms 1 to 6: N 0.139; C -0.171; C -0.199; O -0.041; H 0.036; H 0.102


Molecular formula: C3H5NO2
Method: DFT, ωB97M-V with the def2-TZVPD basis set

Element x y z (Å)
C -1.4895 -0.4495 0.9307
C -0.6770 0.4138 0.0639
N -0.5286 1.4014 -0.5798
O 0.8880 -0.6979 0.0113
C 1.8038 -0.1926 -0.6965
O 1.7475 0.9044 -1.3195
H -0.9874 -0.5831 1.8909
H -1.6114 -1.4279 0.4619
H -2.4625 0.0261 1.0751
H 0.5733 1.3708 -1.0601
H 2.7439 -0.7655 -0.7777

Forces on the atoms, in the same order (eV/Å):
0.03 -0.03 0.00
-0.10 0.73 -0.38
-0.24 -0.72 0.53
0.23 0.13 -0.18
-0.03 0.02 0.01
-0.07 -0.19 0.15
-0.06 0.02 -0.14
0.02 0.14 0.06
0.14 -0.05 -0.03
0.18 -0.09 -0.03
-0.10 0.05 0.01

Results
HOMO level = -9.8 eV
energy relative to the best compared isomer or geometry (same formula, charge and spin) = 40.9 kcal/mol
net charge = 0

Atomic partial charges in e from the Löwdin method, atoms 1 to 6: C -0.027; C -0.231; N 0.191; O -0.032; C -0.378; O 0.002


Molecular formula: C3H5NO2
Method: DFT, ωB97M-V with the def2-TZVPD basis set

Element x y z (Å)
N -2.5693 -0.5829 -1.2022
C -1.6319 -0.5946 -0.5247
C -0.4903 -0.6875 0.3864
C 0.8815 -0.6645 -0.2133
O 1.8516 -0.2653 0.3859
H -0.3520 -1.7301 0.7173
H -0.6092 -0.0272 1.2490
H 0.9471 -1.2153 -1.1670
O 0.1830 1.8625 -0.1805
H 1.0014 1.4519 0.1325
H -0.1431 2.3522 0.5820

Forces on the atoms, in the same order (eV/Å):
1.06 0.07 0.67
-0.70 -0.23 -0.52
0.05 -0.51 0.22
0.44 0.02 0.03
-0.30 -0.17 -0.46
-0.96 -0.11 0.41
0.15 -0.26 -0.22
0.21 0.18 -0.13
0.11 0.43 0.12
-0.02 0.44 0.02
-0.05 0.15 -0.15

Results
HOMO level = -10.9 eV
energy relative to the best compared isomer or geometry (same formula, charge and spin) = 42.3 kcal/mol
net charge = 0
structure (SMILES) = N#CCC=O.O

Atomic partial charges in e from the Löwdin method, atoms 1 to 6: N 0.155; C -0.212; C -0.155; C -0.276; O 0.052; H 0.142


Number 1: gap between HOMO and LUMO 0.302 Eh, DFT total energy -8773.827 eV. Number 2: gap between HOMO and LUMO 0.390 Eh, DFT total energy -8775.921 eV. Number 3: gap between HOMO and LUMO 0.421 Eh, DFT total energy -8775.859 eV.